Computed, not measured: a 2-piece molecular cluster, C28H31FN2O4 overall at a distorted geometry, with ωB97M-V/def2-TZVPD.

Calculated values
maximum force: 3.5 eV Å⁻¹
E_tot: -43423.9659 eV
E_HOMO: -5.01 eV

Each line ends with the natural charge from an NBO analysis.
Positions of all 66 atoms, in Å:
C -3.350 2.693 -4.021  -0.621
C -2.788 1.319 -3.748  -0.073
O -1.636 1.548 -2.888  -0.541
C -1.028 0.460 -2.367  0.761
C 0.269 0.893 -1.786  -0.128
F 0.233 2.139 -1.251  -0.381
C 1.331 0.791 -2.844  0.700
O 1.335 -0.105 -3.675  -0.703
O 2.229 1.803 -2.773  -0.535
C 3.392 1.660 -3.643  -0.076
C 3.913 3.028 -3.972  -0.621
O -1.479 -0.679 -2.345  -0.656
H -4.274 2.591 -4.599  0.202
H -3.575 3.225 -3.088  0.206
H -2.641 3.303 -4.597  0.215
H -3.520 0.680 -3.229  0.180
H -2.444 0.840 -4.679  0.188
H 4.150 1.065 -3.108  0.158
H 3.086 1.127 -4.550  0.211
H 4.856 2.916 -4.502  0.203
H 3.219 3.560 -4.625  0.211
H 4.077 3.627 -3.075  0.209
C -2.076 -4.278 2.199  -0.673
C -2.088 -2.978 1.515  0.317
N -3.103 -2.584 0.706  -0.312
C -4.236 -3.419 0.372  -0.411
C -2.952 -1.243 0.340  0.218
C -1.741 -0.785 0.921  -0.098
C -1.441 0.567 0.872  -0.158
C -2.323 1.418 0.200  -0.185
C -3.534 0.958 -0.333  -0.200
C -3.861 -0.403 -0.275  -0.247
C -1.176 -1.901 1.666  -0.111
C -0.087 -1.875 2.529  0.002
C 0.947 -0.930 2.615  -0.202
C 1.612 -0.486 3.792  0.308
C 1.372 -0.889 5.184  -0.668
N 2.608 0.370 3.442  -0.310
C 3.560 0.952 4.373  -0.410
C 2.683 0.496 2.054  0.119
C 1.681 -0.347 1.508  -0.040
C 1.745 -0.682 0.166  -0.154
C 2.830 -0.220 -0.590  -0.188
C 3.755 0.689 -0.063  -0.189
C 3.706 1.044 1.289  -0.265
H -1.113 -4.366 2.708  0.236
H -2.866 -4.362 2.965  0.240
H -2.181 -5.120 1.501  0.243
H -4.794 -2.945 -0.437  0.234
H -3.878 -4.403 0.049  0.218
H -4.900 -3.562 1.236  0.210
H -0.533 0.922 1.355  0.233
H -2.113 2.490 0.146  0.233
H -4.199 1.671 -0.822  0.220
H -4.780 -0.786 -0.712  0.213
H -0.071 -2.667 3.291  0.194
H 0.596 -1.661 5.163  0.232
H 2.268 -1.315 5.665  0.235
H 1.013 -0.055 5.805  0.240
H 4.292 1.516 3.789  0.231
H 3.048 1.624 5.075  0.213
H 4.071 0.161 4.943  0.210
H 0.979 -1.329 -0.254  0.246
H 2.976 -0.605 -1.601  0.238
H 4.522 1.112 -0.713  0.217
H 4.427 1.721 1.736  0.209

Computed, not measured: a 23-piece molecular cluster, C24H45Cl44I2N4OP overall at a distorted geometry, with ωB97M-V/def2-TZVPD.

Calculated values
maximum force: 2.4 eV Å⁻¹
E_tot: -610100.4624 eV
E_HOMO: -9.26 eV

Each line ends with the Mulliken charge.
Positions of all 121 atoms, in Å:
O 4.189 4.745 0.380  -0.080
P 3.590 3.741 -0.841  0.117
I 4.689 4.293 -2.956  -0.097
C 1.807 4.376 -1.035  0.442
N 1.341 4.463 -2.304  -0.105
N 0.120 4.932 -2.425  -0.398
C -0.479 5.257 -1.259  0.305
I -2.469 6.099 -1.459  0.149
N -0.040 5.137 0.011  -0.391
N 1.181 4.665 0.129  -0.030
H 3.748 5.599 0.232  0.078
C 8.393 6.469 -1.436  0.273
Cl 7.347 5.655 -0.267  -0.072
Cl 7.449 7.214 -2.733  -0.167
H 8.958 7.241 -0.925  -0.245
H 9.071 5.740 -1.869  0.232
C 11.357 9.467 -0.040  -0.314
Cl 11.483 7.737 0.298  -0.094
Cl 9.686 9.942 -0.370  -0.153
H 11.715 10.019 0.823  0.268
H 11.966 9.701 -0.908  0.298
C 1.544 7.782 2.084  -0.280
Cl 2.680 7.623 0.739  -0.159
Cl 2.312 8.541 3.481  -0.189
H 0.702 8.390 1.768  0.361
H 1.202 6.792 2.368  0.240
C -5.183 2.835 -0.971  -0.216
Cl -3.456 2.971 -0.604  -0.143
Cl -5.894 4.415 -1.336  -0.187
H -5.304 2.184 -1.831  0.190
H -5.692 2.412 -0.110  0.355
C -3.571 -0.670 -0.762  0.239
Cl -4.608 -1.454 0.436  -0.138
Cl -4.523 0.060 -2.061  -0.191
H -2.994 0.109 -0.271  0.341
H -2.905 -1.414 -1.191  -0.238
C -4.638 -5.086 -0.599  -0.068
Cl -4.010 -4.386 -2.095  -0.195
Cl -5.508 -6.593 -0.913  -0.133
H -3.807 -5.294 0.068  0.431
H -5.318 -4.377 -0.137  -0.060
C -3.009 -7.338 -4.625  0.907
Cl -1.621 -8.385 -4.296  -0.191
Cl -2.896 -6.602 -6.227  -0.165
H -3.915 -7.935 -4.574  -0.389
H -3.040 -6.550 -3.878  -0.172
C 1.059 10.071 6.528  0.629
Cl 0.998 8.651 7.582  -0.183
Cl -0.491 10.921 6.501  -0.179
H 1.827 10.755 6.894  -0.093
H 1.298 9.748 5.519  -0.137
C -8.707 -4.068 -0.966  -0.328
Cl -7.593 -4.280 -2.325  -0.112
Cl -7.919 -3.264 0.397  -0.143
H -9.547 -3.461 -1.291  0.359
H -9.058 -5.044 -0.644  0.258
C 9.829 5.693 3.205  -0.233
Cl 10.202 4.953 1.643  -0.138
Cl 10.880 7.076 3.535  -0.147
H 8.797 6.031 3.194  0.211
H 9.969 4.953 3.985  0.306
C -9.040 -1.456 -3.954  0.466
Cl -9.351 -1.993 -5.608  -0.156
Cl -10.228 -0.255 -3.430  -0.170
H -9.093 -2.314 -3.292  -0.354
H -8.050 -1.015 -3.908  0.184
C -4.128 9.162 7.039  0.041
Cl -4.404 8.691 5.357  -0.145
Cl -5.337 10.330 7.586  -0.156
H -4.185 8.278 7.666  0.256
H -3.142 9.611 7.122  0.012
C -8.293 -6.205 3.302  -0.339
Cl -9.951 -6.524 2.779  -0.155
Cl -7.139 -6.489 1.994  -0.064
H -8.219 -5.169 3.616  0.245
H -8.054 -6.863 4.131  0.319
C -0.887 -10.488 -1.579  0.236
Cl -1.972 -10.747 -0.208  -0.164
Cl -0.111 -11.995 -2.083  -0.173
H -1.462 -10.095 -2.411  -0.156
H -0.120 -9.778 -1.290  0.258
C -6.987 -8.638 -3.899  -0.048
Cl -5.599 -9.685 -3.576  -0.142
Cl -6.874 -7.891 -5.498  -0.093
H -7.894 -9.232 -3.851  0.334
H -7.017 -7.853 -3.149  -0.030
C -5.423 -6.895 -8.887  0.181
Cl -5.525 -7.625 -10.494  -0.172
Cl -5.403 -5.129 -8.978  -0.151
H -6.285 -7.206 -8.307  0.057
H -4.512 -7.232 -8.406  0.070
C 3.403 -13.467 -0.899  0.059
Cl 4.516 -13.681 -2.254  -0.156
Cl 4.197 -12.677 0.469  -0.141
H 2.569 -12.851 -1.223  -0.028
H 3.043 -14.440 -0.582  0.269
C -0.099 -4.198 -1.425  -0.393
Cl -0.418 -4.723 -3.081  -0.114
Cl -1.285 -2.998 -0.893  -0.122
H -0.154 -5.058 -0.766  0.265
H 0.892 -3.758 -1.379  0.354
C 3.141 13.988 6.027  -0.279
Cl 3.258 12.246 6.315  -0.147
Cl 1.477 14.476 5.694  -0.140
H 3.491 14.513 6.909  0.280
H 3.759 14.243 5.172  0.285
C 4.109 3.266 3.466  0.235
Cl 5.303 2.045 3.925  -0.175
Cl 4.084 4.611 4.615  -0.159
H 4.360 3.651 2.482  -0.186
H 3.127 2.806 3.445  0.268
C 5.694 -12.711 3.795  -0.072
Cl 4.060 -12.787 4.465  -0.145
Cl 6.830 -13.674 4.747  -0.158
H 5.674 -13.093 2.780  0.092
H 6.025 -11.677 3.796  0.285
C 8.107 2.011 -2.593  -0.064
Cl 7.024 1.698 -1.234  -0.120
Cl 8.929 0.538 -3.121  -0.175
H 7.524 2.404 -3.421  0.182
H 8.852 2.737 -2.286  0.166

Computed, not measured: the molecule C20H26Cl2N2O5S at a distorted geometry, with ωB97M-V/def2-TZVPD.

Calculated values
maximum force: 1.0 eV Å⁻¹
E_tot: -70260.7145 eV
E_HOMO: -9.14 eV

Each line ends with the natural charge from an NBO analysis.
Positions of all 56 atoms, in Å:
C -6.993 -2.071 1.155  -0.635
C -7.195 -0.659 0.627  -0.077
O -6.013 0.132 0.789  -0.507
C -5.067 0.011 -0.140  0.810
O -5.158 -0.677 -1.123  -0.612
C -3.843 0.834 0.233  -0.312
C -3.125 1.307 -1.036  -0.418
C -1.622 1.467 -0.831  -0.208
N -1.016 0.212 -0.427  -0.441
C 0.309 -0.041 -0.383  0.707
O 0.743 -1.110 0.017  -0.653
C 1.285 1.054 -0.808  -0.317
C 2.304 0.444 -1.778  -0.409
C 3.465 1.405 -2.029  -0.231
N 4.082 1.853 -0.805  -0.678
S 5.405 1.031 -0.250  2.343
O 6.208 0.723 -1.393  -0.942
O 5.978 1.806 0.806  -0.925
C 4.816 -0.556 0.401  -0.374
C 4.783 -1.601 -0.505  -0.150
C 4.275 -2.831 -0.121  -0.066
Cl 4.223 -4.121 -1.254  0.029
C 3.802 -3.023 1.171  -0.183
C 3.859 -1.985 2.080  -0.207
C 4.368 -0.747 1.699  -0.030
Cl 4.433 0.523 2.851  0.048
C 3.173 2.444 0.144  -0.233
C 1.993 1.528 0.470  -0.404
C -1.923 -0.773 0.142  -0.226
C -2.911 -0.072 1.064  -0.402
H -6.685 -2.043 2.198  0.210
H -6.229 -2.580 0.572  0.222
H -7.923 -2.626 1.075  0.220
H -7.459 -0.684 -0.435  0.200
H -7.967 -0.132 1.192  0.191
H -4.177 1.673 0.846  0.230
H -3.304 0.575 -1.826  0.237
H -3.538 2.260 -1.367  0.224
H -1.435 2.241 -0.074  0.183
H -1.188 1.800 -1.778  0.209
H 0.793 1.903 -1.284  0.205
H 2.668 -0.489 -1.345  0.231
H 1.816 0.210 -2.726  0.215
H 3.106 2.291 -2.565  0.196
H 4.249 0.934 -2.621  0.241
H 5.170 -1.431 -1.497  0.251
H 3.394 -3.978 1.460  0.235
H 3.503 -2.121 3.088  0.236
H 2.807 3.385 -0.283  0.195
H 3.752 2.672 1.039  0.245
H 2.337 0.646 1.011  0.225
H 1.289 2.064 1.110  0.213
H -1.308 -1.491 0.688  0.251
H -2.458 -1.305 -0.651  0.203
H -3.492 -0.808 1.619  0.224
H -2.358 0.530 1.787  0.213

Repeat the first record exactly.
Computed, not measured: a 2-piece molecular cluster, C28H31FN2O4 overall at a distorted geometry, with ωB97M-V/def2-TZVPD.

Calculated values
maximum force: 3.5 eV Å⁻¹
E_tot: -43423.9659 eV
E_HOMO: -5.01 eV

Each line ends with the natural charge from an NBO analysis.
Positions of all 66 atoms, in Å:
C -3.350 2.693 -4.021  -0.621
C -2.788 1.319 -3.748  -0.073
O -1.636 1.548 -2.888  -0.541
C -1.028 0.460 -2.367  0.761
C 0.269 0.893 -1.786  -0.128
F 0.233 2.139 -1.251  -0.381
C 1.331 0.791 -2.844  0.700
O 1.335 -0.105 -3.675  -0.703
O 2.229 1.803 -2.773  -0.535
C 3.392 1.660 -3.643  -0.076
C 3.913 3.028 -3.972  -0.621
O -1.479 -0.679 -2.345  -0.656
H -4.274 2.591 -4.599  0.202
H -3.575 3.225 -3.088  0.206
H -2.641 3.303 -4.597  0.215
H -3.520 0.680 -3.229  0.180
H -2.444 0.840 -4.679  0.188
H 4.150 1.065 -3.108  0.158
H 3.086 1.127 -4.550  0.211
H 4.856 2.916 -4.502  0.203
H 3.219 3.560 -4.625  0.211
H 4.077 3.627 -3.075  0.209
C -2.076 -4.278 2.199  -0.673
C -2.088 -2.978 1.515  0.317
N -3.103 -2.584 0.706  -0.312
C -4.236 -3.419 0.372  -0.411
C -2.952 -1.243 0.340  0.218
C -1.741 -0.785 0.921  -0.098
C -1.441 0.567 0.872  -0.158
C -2.323 1.418 0.200  -0.185
C -3.534 0.958 -0.333  -0.200
C -3.861 -0.403 -0.275  -0.247
C -1.176 -1.901 1.666  -0.111
C -0.087 -1.875 2.529  0.002
C 0.947 -0.930 2.615  -0.202
C 1.612 -0.486 3.792  0.308
C 1.372 -0.889 5.184  -0.668
N 2.608 0.370 3.442  -0.310
C 3.560 0.952 4.373  -0.410
C 2.683 0.496 2.054  0.119
C 1.681 -0.347 1.508  -0.040
C 1.745 -0.682 0.166  -0.154
C 2.830 -0.220 -0.590  -0.188
C 3.755 0.689 -0.063  -0.189
C 3.706 1.044 1.289  -0.265
H -1.113 -4.366 2.708  0.236
H -2.866 -4.362 2.965  0.240
H -2.181 -5.120 1.501  0.243
H -4.794 -2.945 -0.437  0.234
H -3.878 -4.403 0.049  0.218
H -4.900 -3.562 1.236  0.210
H -0.533 0.922 1.355  0.233
H -2.113 2.490 0.146  0.233
H -4.199 1.671 -0.822  0.220
H -4.780 -0.786 -0.712  0.213
H -0.071 -2.667 3.291  0.194
H 0.596 -1.661 5.163  0.232
H 2.268 -1.315 5.665  0.235
H 1.013 -0.055 5.805  0.240
H 4.292 1.516 3.789  0.231
H 3.048 1.624 5.075  0.213
H 4.071 0.161 4.943  0.210
H 0.979 -1.329 -0.254  0.246
H 2.976 -0.605 -1.601  0.238
H 4.522 1.112 -0.713  0.217
H 4.427 1.721 1.736  0.209